17
Properties=species:S:1:pos:R:3:mulliken_charge:R:1 method="wB97M-V/def2-TZVPD" e_above_lowest_kcal_mol=93.94 e_homo_ev=-8.0 charge=0 energy_ha=-611.7924 homo_lumo_gap_ha=0.267 mol_weight_g_mol=105.2 lumo_ev=-0.765
C -2.138 -1.486 -1.916 -0.9824
C -0.632 -1.324 -1.866 -0.3530
S -0.206 -0.883 -0.094 -0.4337
H -2.611 -0.588 -1.564 0.3010
H -2.451 -2.258 -1.180 0.2862
H -2.518 -1.738 -2.939 0.2953
H -0.246 -0.518 -2.487 0.2964
H -0.090 -2.246 -2.064 0.2675
C 1.268 1.156 1.510 -0.2682
C 0.670 1.748 2.609 -0.5956
N 1.567 1.723 0.162 -0.4860
H 1.898 0.303 1.633 0.4946
H 0.987 1.491 3.591 0.2588
H 0.083 2.668 2.523 0.2569
H 0.020 0.351 1.142 0.1746
H 1.323 2.729 0.229 0.2600
H 0.928 1.316 -0.534 0.2275